This record from the OMol25 dataset describes 2 unconnected molecules or ions with the total composition C3H9O. The level of theory is ωB97M-V with the def2-TZVPD basis set.

XYZ file:
```
13
C3H9O | the OMol25 dataset | ωB97M-V with the def2-TZVPD basis set
C -3.12 1.64 -0.09
H -2.68 0.91 0.58
H -2.82 2.62 0.26
H -2.77 1.49 -1.11
H -4.20 1.53 -0.10
C 1.38 -1.00 0.39
O 1.83 -1.46 -0.79
C 0.67 0.39 0.29
H 0.61 -1.67 0.87
H 2.18 -0.87 1.16
H 1.05 0.89 -0.61
H -0.40 0.25 0.09
H 0.82 1.07 1.13
```

The value obtained for the HOMO energy is -1.942 eV. Its charge is -1. Its molecular weight is 61.10 g/mol. The total energy comes out at -194.90104 a.u. The LUMO energy comes out at 3.66 eV. As for the energy above the lowest of the compared OMol25 structures with the same formula, charge and spin: 0.3680 eV.

This record from the OMol25 dataset describes 2 unconnected molecules or ions with the total composition C3H9O. The level of theory is ωB97M-V with the def2-TZVPD basis set.

XYZ file:
```
13
C3H9O | the OMol25 dataset | ωB97M-V with the def2-TZVPD basis set
C -2.08 1.19 -2.17
H -2.82 1.16 -2.98
H -2.50 1.85 -1.40
H -1.79 0.21 -1.79
H -1.14 1.63 -2.53
C 1.30 0.01 1.15
O 0.75 0.46 0.03
C 1.28 -1.57 1.50
H 2.37 0.30 1.24
H 0.88 0.40 2.13
H 0.36 -1.76 2.05
H 1.26 -2.15 0.57
H 2.12 -1.74 2.19
```

The value obtained for the HOMO energy (alpha / beta) is 4.577 / 0.488 eV. Its charge is -2. Its molecular weight is 61.10 g/mol. The total energy comes out at -194.73139 a.u. The LUMO energy (alpha / beta) comes out at 7.05 / 6.96 eV. Its multiplicity is 2. As for the energy above the lowest of the compared OMol25 structures with the same formula, charge and spin: 0.6572 eV. Its expectation value of S² is 0.751.